1.
The following is a quantum chemistry calculation of 2 unconnected molecules or ions with the total composition H4OS2Si at a distorted geometry, from the Open Molecules 2025 dataset.

Each line ends with the Mulliken charge.
Atoms and positions in Å:
1 H -0.5771 -1.9600 -1.7240  -0.07
2 Si 0.3095 -0.1913 -0.7620  0.22
3 H 0.2602 0.6925 -1.9136  -0.07
4 O -0.1183 0.7777 0.5044  -0.06
5 S -1.6026 1.5987 0.6923  -0.08
6 S 2.1999 -0.9119 -0.1446  -0.29
7 H 2.1881 -1.0386 1.2306  0.16
8 H -1.0119 2.6444 1.4491  0.19

Atoms 1-3, force components in eV/Å:
0.9 2.5 1.7
-0.6 -2.6 -1.0
0.4 0.1 -0.4

The value obtained for the gap between HOMO and LUMO (alpha / beta) is 6.695 / 6.421 eV. Its relative energy (zero: lowest compared OMol25 entry of this formula, charge and spin) is 211.0 kJ/mol. The largest force on an atom is 3.7 eV/Å. Its total charge is 0. The value obtained for the HOMO energy (alpha / beta) is -6.54 / -9.13 eV. Its multiplicity is 3. The expectation value of S² is 2.0066.

---

2.
The following is a quantum chemistry calculation of a molecular structure, C27H30F9O6Os at a distorted geometry, from the Open Molecules 2025 dataset.

Each line ends with the Mulliken charge.
Atoms and positions in Å:
1 C -0.1380 -0.2145 -4.3605  2.82
2 H 0.5096 -1.2623 -0.9037  0.25
3 C -2.9552 2.5281 -1.4073  -1.81
4 O -1.7512 0.4908 -6.0052  -0.62
5 H -2.3637 0.8982 -3.2762  0.66
6 C -1.8908 -1.1413 3.3012  0.16
7 H -2.9408 2.8870 -0.3704  0.41
8 C -1.0751 -0.3428 -2.0857  0.99
9 H 2.3728 -2.0000 2.8631  0.59
10 H 0.6272 1.5516 -3.3438  0.49
11 C -0.6969 -1.9383 3.2862  -0.29
12 H 0.3333 2.4664 -0.9602  -0.01
13 C -0.4462 -2.3176 1.9186  -1.53
14 C -0.3127 1.2155 -3.8097  -2.46
15 H -1.9803 -0.7427 -1.6068  1.06
16 C -1.3393 -0.2242 6.5710  0.37
17 C 1.1509 -0.8218 6.4928  0.46
18 C 3.0182 0.2307 -6.2110  -0.80
19 H -0.8098 3.7966 -0.7279  0.43
20 O -0.4558 0.2819 0.1477  -0.90
21 C -1.4125 1.0619 -2.7429  0.30
22 F 0.6261 -2.0630 6.6969  -0.28
23 C -2.3510 -0.9911 1.9775  -1.32
24 C 2.2257 -0.9997 2.4888  -0.90
25 C -1.5948 2.1956 -1.8408  0.13
26 H 0.2368 -3.1029 1.6377  0.61
27 H -1.5105 -1.7528 -3.6547  0.22
28 H 3.5693 0.7490 -5.4148  0.31
29 H 1.0565 -2.4046 -6.5787  0.16
30 C 0.0544 0.1941 5.8616  0.77
31 H -0.1456 -2.2927 4.1503  0.59
32 F -2.3472 0.6392 6.2912  -0.26
33 H -3.3853 3.3337 -2.0261  0.34
34 C -0.9652 -0.3730 -5.6619  0.61
35 C 2.1020 -0.6650 1.0936  -0.54
36 C -1.5172 -1.7599 1.1408  -0.12
37 H 1.7979 2.3405 2.5813  0.43
38 H 0.1210 -2.8902 -5.1022  0.25
39 H 2.2262 -1.3563 0.2715  0.63
40 Os 0.3165 -0.3790 2.1043  1.96
41 C 1.9771 1.3050 2.3058  -1.71
42 H -0.6003 1.9019 -4.6156  0.45
43 H 0.1610 -1.9208 -3.0302  0.62
44 C 1.3220 -0.3602 -4.7577  -0.52
45 C 2.0039 0.7731 0.9945  -0.07
46 O 2.1627 -0.9496 -4.0874  -0.61
47 C -0.4658 3.0453 -1.4512  -0.90
48 C 0.0591 -2.6080 -6.1648  -0.46
49 H 3.3821 -0.8023 -6.2840  0.33
50 H -2.3331 -0.7312 4.1985  0.38
51 F -1.7345 -1.4557 6.1417  -0.22
52 H -3.1637 -0.3447 1.6451  0.38
53 H -3.6191 1.6575 -1.4800  0.39
54 H -0.0136 3.5836 -2.3023  0.23
55 O 1.6147 0.2433 -5.9225  -0.26
56 H 2.4719 0.3829 4.2279  0.86
57 C 2.2595 0.2419 3.1910  -0.15
58 H -0.4125 -3.4110 -6.7360  0.33
59 F 2.1719 -1.0221 5.6229  -0.25
60 O 0.0675 0.1273 4.5512  -0.87
61 F 1.4968 2.1910 5.7113  -0.26
62 F -1.2199 -0.2898 7.9255  -0.32
63 C -0.6338 -1.2064 -3.2740  -2.05
64 H -1.6773 -1.9816 0.0932  0.68
65 F 0.1723 2.1665 7.4424  -0.29
66 H 3.1283 0.7505 -7.1620  0.26
67 C 0.2710 1.7870 6.1500  0.51
68 H 2.0283 1.3701 0.0857  0.74
69 O -0.8091 -1.4726 -6.4289  -0.39
70 H 0.8780 0.3849 -1.4319  0.11
71 C 0.0464 -0.2504 -1.0472  -1.55
72 F -0.6646 2.4893 5.4522  -0.25
73 F 1.7136 -0.4197 7.6514  -0.32

Atoms 1-3, force components in eV/Å:
0.3 -0.2 -1.4
-0.4 0.4 -0.1
-0.4 0.1 0.4

The value obtained for the gap between HOMO and LUMO (alpha / beta) is 4.227 / 5.835 eV. The largest force on an atom is 3.4 eV/Å. Its total charge is -1. The value obtained for the HOMO energy (alpha / beta) is -2.03 / -3.84 eV. Its multiplicity is 5. The expectation value of S² is 6.0363.

---

3.
The following is a quantum chemistry calculation of a molecular structure, C8H6ClNO at a distorted geometry, from the Open Molecules 2025 dataset.

Each line ends with the Mulliken charge.
Atoms and positions in Å:
1 H -1.6316 1.6849 0.3439  0.33
2 N -3.9281 0.5745 1.8278  -0.38
3 Cl -3.2183 0.5776 -1.4224  -0.28
4 C -0.9157 -0.1943 0.1260  1.07
5 C -0.6405 1.1781 0.1619  -0.41
6 C 1.3822 -0.6243 -0.2480  -0.26
7 C -3.1508 0.0171 1.2109  0.44
8 H 2.0731 -1.4684 -0.3043  0.32
9 O -2.5428 -1.9270 -0.0144  -0.51
10 C 0.6451 1.5996 0.0628  -0.67
11 H -3.4913 -2.2057 -0.2338  0.41
12 H -0.0319 -2.1441 -0.1826  0.47
13 H 0.9533 2.5786 0.0691  0.43
14 C -2.3231 -0.6771 0.3419  -0.12
15 C 0.0857 -1.1110 -0.1162  -0.63
16 C 1.7024 0.7550 -0.2801  -0.55
17 H 2.7137 1.1815 -0.4499  0.35

Atoms 1-3, force components in eV/Å:
1.9 0.7 -0.2
-0.7 0.6 1.2
0.2 -0.9 0.7

The value obtained for the gap between HOMO and LUMO is 7.823 eV. Its relative energy (zero: lowest compared OMol25 entry of this formula, charge and spin) is 79.2 kJ/mol. The largest force on an atom is 4.4 eV/Å. Its total charge is 0. The value obtained for the HOMO energy is -9.43 eV.

---

4.
The following is a quantum chemistry calculation of a molecular structure, C23H34AsBN7O3Ti, from the Open Molecules 2025 dataset.

Each line ends with the Mulliken charge.
Atoms and positions in Å:
1 C 1.0525 -1.0110 -4.9870  -0.46
2 H 0.7861 -5.0317 0.1962  0.48
3 N 0.2223 -3.0111 0.3138  -0.36
4 C 0.0001 -2.2114 3.8136  -0.12
5 C -0.8094 -4.2696 -1.1826  -1.28
6 C -1.4585 4.4494 0.8041  -1.01
7 H 1.5739 2.5935 2.7792  0.35
8 H -1.5053 5.3777 1.3722  0.53
9 C -1.1770 -0.1319 -5.4128  -0.17
10 C -1.0081 -0.3774 -6.7614  -0.82
11 H 2.1231 1.4414 -0.7391  0.68
12 C -1.4879 -0.6960 3.2704  -0.75
13 N 1.3656 -0.2366 0.2713  1.33
14 H -0.8398 4.5917 -0.0784  0.30
15 H -1.8001 -0.1362 -7.4565  0.43
16 C -1.0355 -1.4612 4.3414  -1.39
17 C -0.3028 -0.2126 -3.1353  0.77
18 H -1.4227 2.2733 -3.3347  0.27
19 C -1.2939 -2.9678 -1.2211  -0.64
20 H -1.1134 -5.1074 -1.7842  0.47
21 N -0.6669 -2.2117 -0.3143  1.53
22 H 3.9178 -1.9247 1.2440  0.46
23 N -0.7739 -0.9630 2.1746  1.23
24 C -1.6101 2.9039 -2.4609  -0.94
25 H 4.5632 0.3811 -0.0925  0.49
26 C 1.1679 3.4161 2.1929  -1.07
27 C -3.2975 1.4445 -1.7561  -0.42
28 H -2.0566 -2.5420 -1.8540  0.60
29 H 1.6749 3.4686 1.2315  0.36
30 H -1.5105 3.9726 4.0827  0.46
31 C 0.1796 -0.9341 -7.2225  -0.37
32 H -3.0747 0.7367 -2.5647  0.01
33 H -1.4095 -1.4794 5.3497  0.47
34 H -4.1209 -0.8474 1.4949  0.33
35 C 0.1513 -4.2497 -0.1859  -0.11
36 H -0.6663 3.3377 -2.1378  0.24
37 H -2.3032 3.7011 -2.7417  0.34
38 C 3.2775 -1.1725 0.8146  -0.07
39 C -3.8399 0.7068 -0.5656  -0.87
40 H 1.2968 4.3551 2.7295  0.47
41 C 1.2046 -1.2506 -6.3392  -0.71
42 H -2.8709 -2.0217 1.0118  0.35
43 H 1.8076 -3.2990 1.9127  -0.07
44 O -2.1298 2.1427 -1.3796  0.01
45 C -3.6074 -1.3131 0.6526  -1.07
46 B 1.1013 -2.4541 1.4575  -0.01
47 H -4.0384 1.3926 0.2629  0.29
48 H -4.0674 2.1377 -2.1145  0.60
49 H 2.1232 -1.6846 -6.7085  0.42
50 C -1.6090 3.0143 3.5744  -1.14
51 H 0.3070 -1.1217 -8.2800  0.43
52 H -2.2905 0.0234 3.2363  0.71
53 Ti -0.7564 -0.0625 0.1620  -0.17
54 H 1.8409 -1.2530 -4.2869  0.51
55 H -2.4565 4.1359 0.5075  0.27
56 H 0.6429 -2.9451 4.2701  0.49
57 H -2.6624 2.8041 3.3974  0.38
58 As -0.6908 3.0851 1.8999  0.64
59 H -4.7748 0.2204 -0.8506  0.51
60 N -0.4321 -0.0304 -2.0079  -0.32
61 C -0.1441 -0.4524 -4.5267  0.10
62 N 1.9468 -1.2888 0.8858  -0.20
63 H -2.0990 0.2981 -5.0433  0.41
64 H -4.3318 -1.8184 0.0139  0.33
65 C 3.5860 -0.0058 0.1354  -1.40
66 O -2.9182 -0.3041 -0.1200  0.46
67 N 0.1392 -1.8904 2.5208  -0.15
68 H -1.1672 2.2260 4.1812  0.38
69 C 2.3507 0.5407 -0.1903  -0.72
70 O -0.8362 1.5790 1.1592  -1.10

Atoms 1-3, force components in eV/Å:
0.0 0.0 0.1
0.0 0.0 0.0
0.0 -0.1 0.0

The value obtained for the gap between HOMO and LUMO (alpha / beta) is 8.652 / 8.941 eV. Its relative energy (zero: lowest compared OMol25 entry of this formula, charge and spin) is 0.4 kJ/mol. The largest force on an atom is 0.6 eV/Å. Its total charge is +2. The value obtained for the HOMO energy (alpha / beta) is -14.07 / -14.20 eV. Its multiplicity is 2. The expectation value of S² is 0.7520.